# 1
{"formula": "C5H7ClO2", "method": "ωB97M-V/def2-TZVPD", "symbols": ["C", "Cl", "C", "O", "C", "H", "H", "H", "C", "O", "H", "H", "H", "C", "H"], "positions_angstrom": [[1.571, -0.009, -0.725], [-2.243, -0.122, -0.956], [0.612, 0.873, 0.140], [0.076, 1.890, -0.429], [1.120, -1.283, -0.809], [-0.049, 1.737, -1.379], [1.489, -2.030, -1.479], [-0.073, -0.514, 1.868], [-1.738, -0.116, 0.709], [0.078, -1.473, 0.005], [-2.188, 0.788, 1.175], [2.589, 0.469, -1.087], [1.147, 1.198, 1.074], [-0.226, -0.267, 0.777], [-2.165, -1.140, 1.118]], "mulliken_charge": [-0.618, -0.206, 0.105, -0.519, -0.120, 0.397, 0.448, 0.323, -0.542, -0.395, 0.364, 0.270, 0.284, -0.084, 0.292], "e_tot_ha": -805.3155, "e_homo_ev": -8.7, "e_above_lowest_kj_mol": 190.23, "smiles": "O[C@@H]1C=CO[C@@H]1CCl", "homo_lumo_gap_ev": 9.54, "lumo_ev": 0.81}

***

# 2
{"formula": "C6H15AgAsS4Sb", "method": "ωB97M-V/def2-TZVPD", "symbols": ["S", "H", "Ag", "H", "H", "H", "H", "Sb", "S", "C", "H", "C", "C", "H", "H", "C", "C", "As", "C", "H", "H", "S", "H", "S", "H", "H", "H", "H"], "positions_angstrom": [[-3.238, -11.990, 5.291], [-7.555, -17.007, 1.932], [-1.912, -13.717, 3.010], [-6.071, -12.235, 0.415], [-6.819, -12.994, 2.790], [-7.354, -14.605, 6.117], [-6.528, -13.146, 5.837], [-4.463, -14.370, 3.321], [-0.620, -9.279, 4.877], [-7.156, -16.055, 2.290], [-4.518, -12.655, 0.748], [-5.570, -16.090, 2.402], [-5.539, -12.947, 1.019], [-7.406, -14.136, 4.533], [-5.654, -13.968, 0.583], [-5.397, -14.850, 5.206], [-6.729, -14.099, 5.402], [-1.626, -11.063, 4.134], [-5.774, -12.889, 2.524], [-7.668, -15.822, 3.235], [-5.340, -16.877, 3.174], [0.134, -12.470, 3.767], [-5.120, -16.478, 1.504], [-2.300, -11.191, 2.053], [-4.700, -14.546, 6.017], [-7.593, -15.414, 1.552], [-5.381, -11.960, 2.882], [-5.532, -15.950, 5.220]], "mulliken_charge": [-0.591, 0.404, -0.101, 0.393, 0.377, 0.360, 0.326, 0.836, -0.687, -0.922, 0.230, -1.103, -1.198, 0.192, 0.261, -0.888, -0.999, 0.350, -0.703, 0.188, 0.433, -0.632, 0.469, -0.600, 0.425, 0.269, 0.493, 0.418], "e_tot_ha": -4453.3857, "e_homo_ev": -0.3, "charge": -2, "homo_lumo_gap_ev": 5.02, "lumo_ev": 4.76}

***

# 3
{"formula": "C4H5Cl2NOS", "method": "ωB97M-V/def2-TZVPD", "symbols": ["C", "H", "C", "H", "H", "Cl", "H", "O", "N", "C", "H", "Cl", "S", "C"], "positions_angstrom": [[-0.962, 0.871, -0.856], [1.776, -2.011, 0.655], [0.278, -0.640, 0.630], [2.016, -0.805, 1.925], [-0.844, 0.583, -1.923], [4.242, 0.113, 0.788], [-1.647, 0.146, -0.439], [-0.614, -1.427, 0.711], [0.206, 0.609, 0.044], [2.774, -0.197, -0.015], [-1.142, 1.884, -0.922], [2.983, -0.769, -1.626], [1.449, 1.680, -0.132], [1.801, -0.902, 0.801]], "mulliken_charge": [-0.889, 0.353, 0.691, 0.297, 0.291, -0.124, 0.396, -0.596, -0.070, 0.492, 0.277, -0.112, -0.083, -0.923], "e_tot_ha": -1603.9164, "e_homo_ev": [-8.5, -8.5], "e_above_lowest_kj_mol": 2.61, "homo_lumo_gap_ev": [7.71, 7.71], "lumo_ev": [-0.79, -0.79]}

***

# 4
{"formula": "C14H46N11O9", "method": "ωB97M-V/def2-TZVPD", "symbols": ["H", "C", "H", "C", "H", "O", "C", "H", "H", "H", "O", "O", "H", "H", "C", "C", "H", "H", "H", "H", "C", "H", "H", "N", "H", "H", "H", "O", "C", "H", "O", "H", "H", "N", "H", "H", "H", "H", "N", "O", "H", "C", "H", "H", "N", "H", "C", "H", "H", "N", "O", "C", "H", "N", "N", "C", "H", "H", "H", "O", "H", "H", "N", "H", "H", "H", "H", "N", "H", "C", "H", "C", "N", "O", "N", "H", "H", "H", "C", "H"], "positions_angstrom": [[0.072, -1.409, -0.060], [0.485, -0.460, 0.280], [-1.751, 0.835, -2.525], [-3.075, -0.308, -4.186], [-3.867, 4.297, -1.009], [4.745, -0.868, 2.486], [3.959, 2.369, -0.114], [2.113, 2.013, 0.690], [-0.402, -4.320, 1.826], [1.113, 1.309, -3.565], [-3.615, 0.552, -3.224], [-2.203, 0.533, 3.976], [1.650, -0.209, 2.476], [1.234, -4.875, 1.280], [-3.765, 3.701, -1.916], [-2.487, -0.631, 3.959], [-1.199, 1.969, -0.693], [-2.024, -2.344, -1.594], [1.416, 1.695, -1.853], [0.744, 0.002, -0.673], [0.778, 3.147, -3.062], [-4.502, -1.851, -2.277], [-4.771, 3.461, -2.261], [2.281, 0.060, 3.217], [-4.315, -0.499, 4.915], [-3.822, -0.928, -4.682], [-4.156, -3.463, -1.404], [1.025, -5.200, -1.108], [-2.940, 2.402, -1.568], [-0.973, -1.200, 2.909], [0.815, 1.734, 3.836], [2.684, 3.861, 0.168], [3.776, 1.080, 4.658], [0.991, 1.890, -2.748], [3.245, -1.801, 0.878], [-0.119, -6.015, 1.201], [-2.217, 2.103, -3.639], [-2.682, -0.849, -1.245], [-1.766, 2.801, -0.770], [-2.608, -2.057, 0.400], [4.416, -1.738, -0.435], [-2.806, -1.899, -0.979], [-2.638, 0.271, -4.999], [-3.517, 1.757, -0.905], [4.185, -1.644, 0.544], [0.135, -3.450, -0.427], [-4.169, -2.373, -1.380], [0.637, 4.970, -2.172], [6.888, -0.711, 1.405], [6.152, -0.836, 0.725], [-0.482, 0.256, 1.011], [1.952, 1.154, 3.891], [3.267, -0.142, 3.132], [-3.537, -1.052, 4.586], [3.509, 3.559, -0.330], [-2.571, 1.497, -2.804], [0.672, -6.016, -1.470], [-1.030, -4.670, -0.746], [4.108, 4.218, -0.806], [5.032, 2.083, -0.533], [6.197, -1.026, -0.266], [-3.208, 4.222, -2.695], [3.024, 1.637, 0.472], [-2.189, -2.434, 3.212], [-3.638, -2.032, 4.805], [-4.834, -2.055, -0.577], [-2.480, -1.197, -3.977], [0.784, 3.979, -2.047], [1.059, 3.761, -1.100], [0.156, -4.962, 1.143], [1.403, -0.663, 0.832], [-0.015, -4.528, -0.374], [-1.760, -1.548, 3.437], [0.390, 3.537, -4.122], [2.943, 1.644, 4.557], [-1.893, -1.497, 0.712], [-1.147, 3.210, -1.456], [3.270, 0.719, 0.813], [5.048, -1.069, 1.342], [2.819, 2.542, 5.002]], "mulliken_charge": [-0.877, 2.393, 0.410, -0.844, 0.394, -0.817, 0.518, 0.242, 0.140, 0.193, -0.432, -0.596, -0.177, 0.301, -1.599, 0.613, 0.043, 0.201, -0.009, -0.295, 0.499, 0.342, 0.382, -0.237, 0.211, 0.346, 0.306, -0.554, 0.462, 0.161, -0.657, 0.278, 0.160, -0.095, 0.046, 0.326, 0.550, -0.406, -0.640, -0.542, 0.129, 0.888, 0.378, 0.481, -0.322, -0.248, -1.465, 0.172, 0.266, -0.350, -0.743, 0.551, 0.585, -0.426, -0.365, -0.735, 0.310, 0.289, 0.192, -0.724, 0.156, 0.304, -0.024, 0.251, 0.132, 0.354, 0.261, -0.331, 0.082, -0.858, -1.077, 0.191, -0.385, -0.706, -0.392, 0.312, 0.253, -0.123, 0.757, 0.242], "e_tot_ha": -1840.5350, "e_homo_ev": -3.9, "e_above_lowest_kj_mol": 472.79, "charge": -1, "homo_lumo_gap_ev": 6.25, "lumo_ev": 2.34}

***

Q: Which formula does entry 3 have?
A: C4H5Cl2NOS